{"formula": "C33H29BrCsN7O7S", "method": "ωB97M-V/def2-TZVPD", "homo_lumo_gap_ha": 0.2078, "lumo_energy_ev": 3.87, "e_homo_ev": -1.8, "charge": -2, "elements": ["Cs", "Br", "S", "O", "O", "O", "O", "O", "O", "O", "N", "N", "N", "N", "N", "N", "N", "C", "C", "C", "C", "C", "C", "C", "C", "C", "C", "C", "C", "C", "C", "C", "C", "C", "C", "C", "C", "C", "C", "C", "C", "C", "C", "C", "C", "C", "C", "C", "C", "C", "H", "H", "H", "H", "H", "H", "H", "H", "H", "H", "H", "H", "H", "H", "H", "H", "H", "H", "H", "H", "H", "H", "H", "H", "H", "H", "H", "H", "H"], "positions_angstrom": [[-2.054, -0.403, -0.151], [-1.813, 3.041, -4.909], [-1.739, -3.334, 4.000], [-0.267, -0.484, 2.443], [-1.079, 2.446, 0.914], [-4.358, -0.800, 1.905], [-1.197, -1.069, -3.266], [-4.484, -1.235, 4.106], [1.170, 1.681, 4.239], [-2.717, 0.591, -3.326], [1.483, -2.323, 0.904], [1.129, 2.169, 2.899], [2.229, 2.581, 0.981], [-2.512, 1.207, 3.161], [-1.875, -3.238, 1.457], [0.545, -3.905, -0.385], [1.499, 0.889, -0.485], [-2.609, -3.190, 2.523], [-0.350, 0.032, 3.534], [1.848, 2.152, -0.293], [1.657, -3.378, -1.023], [3.892, -1.985, -1.882], [2.051, -0.614, 4.148], [-2.110, 3.098, 1.624], [2.189, -3.672, -2.281], [-0.527, 0.531, -7.910], [0.481, -3.240, 0.742], [-0.527, -0.732, -7.331], [1.432, 2.718, -2.580], [-0.281, -3.456, 3.116], [-1.356, 0.200, -5.240], [1.062, 1.394, -2.792], [1.123, 0.531, -1.716], [3.375, -1.673, -0.641], [-3.935, 0.985, 3.401], [3.006, -0.328, 3.229], [-1.675, 0.512, 4.115], [-4.309, -0.485, 3.116], [1.842, 3.105, -1.324], [3.080, 0.753, 2.311], [3.303, -2.971, -2.694], [2.253, -2.386, -0.231], [-1.803, -0.112, -3.790], [-1.340, 1.451, -5.844], [-0.546, -3.366, 1.787], [-2.178, 2.624, 3.066], [2.137, 1.762, 2.148], [-0.924, 1.625, -7.160], [-0.923, -0.880, -6.013], [0.881, 0.261, 4.400], [4.751, -1.439, -2.253], [1.454, -1.564, 1.583], [-1.963, 4.189, 1.616], [3.784, -0.882, -0.026], [3.724, -3.164, -3.674], [-1.476, 1.118, 5.012], [-2.192, -0.397, 4.446], [3.892, 0.757, 1.596], [-4.491, 1.620, 2.708], [1.387, 3.436, -3.390], [-0.909, 2.620, -7.584], [-3.051, 2.889, 1.106], [-0.205, -1.595, -7.901], [-4.213, 1.255, 4.434], [-3.671, -2.987, 2.528], [1.886, 3.509, 1.180], [0.566, 0.170, 5.447], [-2.905, 3.236, 3.626], [3.838, -1.028, 3.170], [-0.352, 2.273, 1.548], [-0.896, -1.842, -5.518], [0.683, -3.509, 3.594], [1.715, -4.413, -2.912], [-1.196, 2.796, 3.513], [-0.209, 0.670, -8.937], [2.142, 4.124, -1.113], [0.821, -0.503, -1.862], [2.189, -1.457, 4.817], [0.720, 1.039, -3.753]], "atomic_forces_ev_per_a": [[-0.1, 0.1, -0.1], [0.0, 0.0, 0.0], [0.0, 0.0, 0.0], [-0.1, 0.1, 0.0], [0.0, 0.0, 0.0], [0.0, 0.0, -0.2], [0.0, 0.0, 0.1], [0.0, 0.0, 0.0], [0.0, 0.0, 0.0], [0.0, 0.0, 0.1], [-0.1, 0.1, 0.0], [0.0, 0.0, 0.0], [0.0, 0.0, 0.0], [0.0, 0.0, 0.1], [0.0, 0.0, 0.0], [0.1, 0.1, 0.1], [0.0, 0.0, 0.0], [0.0, 0.0, 0.0], [0.0, 0.0, 0.0], [0.0, 0.0, 0.0], [0.0, -0.1, -0.1], [0.0, 0.0, 0.0], [0.0, 0.0, 0.0], [0.0, 0.0, 0.0], [0.0, 0.0, 0.0], [0.0, 0.0, 0.0], [0.0, 0.0, -0.1], [0.0, 0.0, 0.0], [0.0, 0.0, 0.0], [0.0, 0.0, 0.0], [0.0, 0.0, 0.0], [0.0, 0.0, 0.0], [0.0, -0.1, -0.1], [0.0, 0.0, 0.0], [0.0, 0.0, 0.0], [0.0, 0.0, 0.0], [0.0, 0.0, 0.0], [0.0, -0.1, 0.0], [0.0, 0.0, 0.0], [0.0, 0.0, 0.0], [0.0, 0.0, 0.0], [0.0, 0.0, 0.0], [0.0, 0.0, -0.1], [0.0, 0.0, 0.0], [0.0, -0.1, 0.0], [0.0, 0.0, 0.0], [0.0, 0.0, 0.0], [0.0, 0.0, 0.0], [0.0, 0.0, 0.0], [0.0, 0.0, 0.0], [0.0, 0.0, 0.0], [0.0, 0.0, 0.0], [0.0, 0.0, 0.0], [0.0, 0.0, 0.0], [0.0, 0.0, 0.0], [0.0, 0.0, 0.0], [0.0, 0.0, 0.0], [0.0, 0.0, 0.0], [0.0, 0.0, 0.0], [0.0, 0.0, 0.0], [0.0, 0.0, 0.0], [0.0, 0.0, 0.0], [0.0, 0.0, 0.0], [0.0, 0.0, 0.0], [0.0, 0.0, 0.0], [0.0, 0.0, 0.0], [0.0, 0.0, 0.0], [0.0, 0.0, 0.0], [0.0, 0.0, 0.0], [0.0, 0.0, 0.0], [0.0, 0.0, 0.0], [0.0, 0.0, 0.0], [0.0, 0.0, 0.0], [0.0, 0.0, 0.0], [0.0, 0.0, 0.0], [0.0, 0.0, 0.0], [0.1, 0.0, 0.1], [0.0, 0.0, 0.0], [0.0, 0.0, 0.0]]}

{"formula": "C7H4Br2CoF15O15S5", "method": "ωB97M-V/def2-TZVPD", "homo_lumo_gap_ha": [0.2627, 0.2598], "lumo_energy_ev": [5.05, 5.05], "s_squared": 3.755, "e_homo_ev": [-2.1, -2.0], "spin_multiplicity": 4, "charge": -3, "elements": ["Br", "Br", "Co", "S", "S", "S", "S", "S", "F", "F", "F", "F", "F", "F", "F", "F", "F", "F", "F", "F", "F", "F", "F", "O", "O", "O", "O", "O", "O", "O", "O", "O", "O", "O", "O", "O", "O", "O", "C", "C", "C", "C", "C", "C", "C", "H", "H", "H", "H"], "positions_angstrom": [[34.564, -5.152, 19.042], [33.756, -4.553, 14.549], [34.283, -6.096, 12.362], [34.839, -7.487, 9.230], [32.261, -3.945, 10.648], [36.486, -3.596, 11.343], [32.968, -9.142, 13.217], [36.956, -7.796, 13.565], [36.783, -1.025, 11.775], [29.867, -3.809, 11.848], [32.693, -9.015, 9.694], [37.119, -6.590, 15.948], [29.840, -3.527, 9.697], [30.490, -9.042, 14.200], [33.018, -8.512, 7.607], [36.325, -8.613, 16.036], [34.979, -1.829, 12.677], [30.622, -8.424, 12.130], [30.748, -10.518, 12.643], [38.442, -8.298, 15.695], [36.903, -2.209, 13.586], [32.244, -7.035, 8.987], [30.140, -5.523, 10.532], [32.422, -2.638, 11.237], [36.093, -3.120, 10.064], [36.798, -9.178, 13.235], [32.524, -4.064, 9.251], [33.135, -7.699, 13.057], [33.476, -9.980, 12.184], [34.790, -7.063, 10.639], [37.862, -3.961, 11.512], [35.525, -4.505, 11.977], [33.175, -9.595, 14.574], [38.156, -7.150, 13.111], [35.658, -8.653, 9.045], [32.734, -5.053, 11.483], [35.752, -6.967, 13.468], [34.967, -6.415, 8.282], [36.251, -2.097, 12.407], [30.434, -4.224, 10.683], [31.116, -9.293, 13.025], [33.107, -8.047, 8.868], [34.850, -4.827, 17.127], [33.586, -5.137, 16.379], [37.216, -7.824, 15.405], [35.270, -3.832, 16.974], [33.373, -6.201, 16.374], [35.713, -5.439, 16.871], [32.782, -4.590, 16.867]], "atomic_forces_ev_per_a": [[0.0, 0.2, 0.0], [-0.2, 0.5, 0.2], [0.2, -0.6, -0.9], [-0.2, 0.4, 0.5], [0.0, 0.4, 0.0], [-0.3, -0.4, 0.6], [-0.3, -0.2, 0.7], [0.4, 0.4, -0.1], [-0.1, 0.1, 0.2], [0.1, -0.2, -0.3], [0.1, -0.1, -0.2], [0.2, -0.2, 0.0], [-0.1, -0.1, 0.1], [-0.1, 0.0, -0.1], [0.0, -0.1, -0.1], [0.2, 0.3, 0.0], [-0.1, 0.1, 0.0], [0.0, -0.2, 0.0], [-0.1, -0.4, 0.0], [-0.1, 0.1, 0.1], [-0.1, 0.0, 0.1], [0.0, 0.0, -0.1], [-0.2, 0.3, -0.1], [-0.1, -0.2, 0.1], [-0.3, 0.3, -0.9], [-0.2, -0.3, 0.1], [0.2, -0.1, -0.4], [-0.3, 0.3, 0.0], [0.2, -0.1, -0.4], [-0.1, -0.3, -0.6], [0.2, 0.1, 0.2], [0.2, 0.3, 0.1], [-0.1, 0.1, 0.0], [0.0, 0.0, 0.1], [0.0, -0.2, -0.3], [-0.2, 0.0, 0.3], [0.3, -0.3, 0.5], [0.2, 0.0, -0.1], [0.6, -0.2, -0.1], [0.1, -0.1, 0.6], [0.2, 0.7, 0.1], [0.1, 0.1, 0.7], [1.3, -0.2, -0.2], [0.1, 0.0, 0.3], [-0.3, -0.3, -0.3], [-0.7, 0.3, 0.3], [0.0, 0.0, 0.0], [-0.5, -0.4, -0.1], [-0.3, 0.0, -0.4]]}

Energy above the lowest of the compared OMol25 structures with the same formula, charge and spin for every record listed, in sequence, given in kJ/mol: 284.7; 0.0.
Total energy for every record listed, in sequence, given in a.u.: -5177.375692; -11417.708134.